[1]
The following is a quantum chemistry calculation of a structure of composition C17H16F2N2O12P2Re, from the OMol25 dataset.

Values from the calculation:
- total charge = 0
- expectation value of S² = 0.756
- spin multiplicity = 2
- E_HOMO (spin up / spin down) (eV) = -8.35 / -8.12
- HOMO-LUMO gap (spin up / spin down) (eV) = 7.51 / 6.78

The geometry in XYZ format:
```
52
C17H16F2N2O12P2Re, DFT wB97M-V/def2-TZVPD
Re -0.848 0.607 0.632
O 5.012 1.148 2.628
C 3.748 1.119 2.174
C 3.405 1.524 0.876
C 2.083 1.460 0.516
N 1.135 1.009 1.348
C 1.455 0.638 2.578
C 2.754 0.680 3.044
C 0.231 0.232 3.372
O 0.309 -0.128 4.521
O -0.852 0.393 2.671
C 1.419 1.947 -0.731
O 2.021 1.959 -1.866
O 0.239 2.249 -0.568
H 5.607 1.500 1.956
H 4.139 1.900 0.176
H 2.971 0.386 4.060
C -2.681 3.696 -3.068
C -2.587 2.588 -2.027
O -3.824 1.866 -1.902
P -1.360 1.321 -2.528
O -0.116 1.795 -3.213
O -2.212 0.499 -3.624
O -1.231 0.340 -1.348
P -2.362 3.343 -0.345
O -3.850 3.794 -0.006
O -1.442 4.480 -0.335
O -2.114 2.135 0.608
H -2.909 3.283 -4.054
H -1.741 4.243 -3.119
H -3.474 4.388 -2.785
H -3.985 1.404 -2.736
H 1.233 1.998 -2.557
H -1.748 0.526 -4.469
H -4.463 3.048 -0.042
F -2.339 -1.968 1.095
C -2.535 -0.608 0.971
F -3.301 -0.250 2.031
H -3.141 -0.452 0.066
N 0.120 -1.219 0.419
C 0.562 -2.276 0.440
C 1.022 -3.629 0.447
C 2.368 -3.904 0.683
C 2.788 -5.222 0.696
C 1.875 -6.244 0.474
C 0.535 -5.960 0.243
C 0.096 -4.648 0.231
H 3.065 -3.095 0.856
H 3.828 -5.452 0.881
H 2.210 -7.272 0.484
H -0.170 -6.763 0.078
H -0.944 -4.405 0.068
```


[2]
The following is a quantum chemistry calculation of a cluster of 2 separate species, C17H16F3NO2 in total in a non-equilibrium geometry, from the OMol25 dataset.

Values from the calculation:
- total charge = 0
- E_HOMO (eV) = -7.49
- HOMO-LUMO gap (eV) = 4.93

The geometry in XYZ format:
```
39
C17H16F3NO2, DFT wB97M-V/def2-TZVPD
C -4.791 0.867 -3.622
O -4.834 0.704 -2.188
C -3.686 0.465 -1.508
C -3.821 0.188 -0.124
C -2.724 -0.152 0.620
C -1.419 -0.205 0.045
C -0.311 -0.513 0.874
C 0.932 -1.048 0.448
C 2.007 -1.107 1.385
C 3.263 -1.553 1.022
C 3.525 -1.948 -0.300
C 4.902 -2.381 -0.692
C 2.468 -1.976 -1.222
C 1.186 -1.594 -0.851
C -1.294 0.154 -1.327
C -2.396 0.478 -2.095
H -5.837 1.015 -3.894
H -4.196 1.745 -3.904
H -4.394 -0.030 -4.118
H -4.816 0.240 0.308
H -2.833 -0.426 1.668
H -0.476 -0.477 1.954
H 1.806 -0.755 2.399
H 4.075 -1.566 1.754
H 5.033 -2.321 -1.776
H 5.661 -1.747 -0.221
H 5.104 -3.420 -0.399
H 2.676 -2.295 -2.249
H 0.369 -1.707 -1.563
H -0.305 0.194 -1.777
H -2.277 0.724 -3.152
H -0.748 1.856 1.458
N 0.028 2.410 1.830
C 0.487 1.979 2.982
C 1.548 3.086 3.523
F 2.759 2.792 2.937
F 1.251 4.378 3.235
F 1.723 2.993 4.871
O 0.357 0.950 3.669
```


[3]
The following is a quantum chemistry calculation of a structure of composition C17H16F6N2O7S10Ti, from the OMol25 dataset.

Values from the calculation:
- total charge = -2
- E_HOMO (eV) = -1.85
- HOMO-LUMO gap (eV) = 5.76

The geometry in XYZ format:
```
59
C17H16F6N2O7S10Ti, DFT wB97M-V/def2-TZVPD
Ti -0.482 -0.453 -0.765
S 5.248 -2.472 3.300
C 3.992 -2.022 2.318
S 3.501 -0.388 2.075
C 2.244 -0.696 0.900
C 2.014 -1.990 0.611
S 0.884 -2.497 -0.608
S 3.027 -3.144 1.436
S 1.454 0.624 0.094
F -0.865 -1.182 -2.361
C -2.614 -3.302 -2.414
F -2.514 -3.275 -1.105
F -3.552 -2.445 -2.684
S -3.295 0.906 -1.473
O -2.241 0.170 -0.507
O -4.479 1.139 -0.658
N -2.560 2.406 -1.604
S -1.143 2.519 -2.137
O -0.280 1.342 -1.890
O -0.499 3.779 -1.920
C -1.219 2.421 -3.982
F 0.002 2.495 -4.524
F -1.947 3.433 -4.477
F -1.784 1.280 -4.380
C -3.209 -1.518 2.003
C -1.929 -0.727 2.130
O -0.937 -1.179 1.172
H -3.922 -1.173 2.755
H -3.040 -2.587 2.163
H -3.651 -1.366 1.020
H -1.476 -0.812 3.119
H -2.068 0.329 1.921
H -0.715 -2.114 1.272
S 3.144 -1.130 -3.778
C 3.947 -0.237 -2.651
N 3.826 1.080 -2.430
C 4.499 1.643 -1.267
C 5.661 0.703 -0.956
S 5.128 -0.931 -1.547
H 2.999 1.524 -2.805
H 3.806 1.715 -0.426
H 4.867 2.643 -1.500
H 5.864 0.663 0.112
H 6.565 0.999 -1.487
O 5.238 5.154 0.366
C 4.967 4.316 1.420
O 5.903 3.924 2.075
C 3.558 3.974 1.641
C 2.488 4.502 0.898
C 1.188 4.138 1.144
C 0.846 3.205 2.157
S -0.782 2.739 2.397
C 1.932 2.702 2.916
C 3.235 3.066 2.661
H 4.405 5.381 -0.062
H 2.644 5.220 0.093
H 0.389 4.540 0.535
H 1.712 1.989 3.701
H 4.046 2.647 3.245
```


[4]
The following is a quantum chemistry calculation of a cluster of 2 separate species, C17H16FN3 in total in a non-equilibrium geometry, from the OMol25 dataset.

Values from the calculation:
- total charge = 0
- structure (SMILES) = N#Cc1ccc([C@@H](F)C#N)cc1.Cc1cc(C)nc(C)c1
- E_HOMO (eV) = -8.58
- HOMO-LUMO gap (eV) = 8.23

The geometry in XYZ format:
```
37
C17H16FN3, DFT wB97M-V/def2-TZVPD
C 1.724 -3.139 -0.206
C 2.326 -2.135 -1.110
N 2.743 -1.352 -1.864
C 2.102 -2.929 1.243
C 1.293 -3.559 2.189
C 1.481 -3.312 3.539
C 2.602 -2.586 3.965
C 2.885 -2.550 5.380
N 3.029 -2.464 6.540
C 3.448 -1.993 3.020
C 3.209 -2.171 1.658
H 2.011 -4.141 -0.562
H 0.533 -4.274 1.861
H 0.773 -3.736 4.257
H 4.314 -1.428 3.357
H 3.915 -1.798 0.915
C 0.779 2.291 -1.113
C -0.569 2.421 -1.739
N -1.048 1.306 -2.299
F 0.339 -3.079 -0.314
C -2.346 1.094 -2.066
C -2.741 -0.313 -1.753
C -3.261 2.160 -1.940
C -2.728 3.453 -1.873
C -3.595 4.639 -2.110
C -1.358 3.577 -1.592
H 1.300 3.252 -1.034
H 0.644 1.905 -0.084
H 1.373 1.554 -1.674
H -3.816 -0.470 -1.894
H -2.154 -1.014 -2.363
H -2.507 -0.507 -0.689
H -4.333 1.961 -1.867
H -2.994 5.549 -2.020
H -4.027 4.593 -3.122
H -4.425 4.675 -1.392
H -0.921 4.518 -1.247
```


- What is the total charge in the third record?
  -2